No. 1
Entry from the OMol25 dataset: BeH36O22S as an isolated structure at a distorted geometry (ωB97M-V/def2-TZVPD).

Structure (XYZ):
```
60
BeH36O22S ωB97M-V/def2-TZVPD
S -0.09 -0.33 0.07
O 0.12 1.35 3.16
O 1.64 2.91 -1.38
O -1.04 3.34 -1.09
O 1.49 -1.59 3.42
O 0.72 -1.73 -3.47
O 0.10 -0.62 1.50
O -1.79 -0.77 3.23
O -1.92 2.21 1.53
O 0.00 1.19 -3.10
O 2.90 0.38 -1.73
O 2.49 1.41 0.94
O -3.95 -0.66 -0.44
O 2.99 -1.37 1.26
O 1.95 -3.38 -1.22
O -2.13 -3.06 0.75
O 1.08 -3.96 1.34
O -2.80 1.50 -1.84
O -1.88 -2.02 -2.41
O 0.02 1.12 -0.20
O -1.40 -0.75 -0.28
O 0.69 3.31 1.11
O 0.93 -0.98 -0.70
Be 0.39 2.54 -0.37
H -0.68 1.73 2.80
H -3.50 1.72 -2.48
H -1.65 -2.85 -1.93
H -1.63 -1.32 -1.84
H 2.55 0.46 0.97
H 0.02 -2.33 -3.24
H -0.09 0.51 2.77
H 1.60 -2.48 -1.13
H -1.10 -0.86 2.59
H 0.90 -1.17 2.78
H 0.17 3.70 1.80
H 2.09 -0.16 -1.47
H 1.93 -3.87 -0.38
H -1.68 0.13 3.58
H -1.65 4.08 -0.92
H 1.56 3.41 1.49
H -4.41 -0.11 0.25
H 0.78 1.09 -3.69
H 3.72 -0.08 -1.44
H 1.62 3.21 -2.34
H 0.34 -3.58 1.82
H 2.41 -1.45 3.14
H 3.73 -1.32 0.68
H -0.33 2.01 -3.43
H -2.95 -0.69 -0.26
H -2.61 -2.90 1.56
H 0.59 -1.12 -2.76
H -2.85 0.56 -1.65
H 3.28 1.67 0.50
H -1.81 3.05 2.02
H -1.73 2.75 -1.44
H 0.58 -4.73 1.00
H 2.23 2.15 -1.38
H 2.29 -1.58 0.69
H -2.39 2.51 0.76
H -1.82 -2.20 0.49
```

Properties
energy relative to the best compared isomer or geometry (same formula, charge and spin): 0.261 eV

Löwdin charges in e: atom 1 (S): 0.4508, atom 2 (O): -0.0444, atom 3 (O): 0.0562, atom 4 (O): 0.0433, atom 5 (O): -0.0695, atom 6 (O): -0.0453, atom 7 (O): -0.3270, atom 8 (O): -0.0356, atom 9 (O): -0.0247, atom 10 (O): -0.0262, atom 11 (O): -0.0651, atom 12 (O): -0.0177, atom 13 (O): -0.0997, atom 14 (O): 0.0000, atom 15 (O): -0.0858, atom 16 (O): -0.0308, atom 17 (O): -0.0558, atom 18 (O): -0.0234, atom 19 (O): -0.0436, atom 20 (O): -0.2258, atom 21 (O): -0.3152, atom 22 (O): 0.0856, atom 23 (O): -0.3109, atom 24 (Be): 0.0840, atom 25 (H): -0.0221, atom 26 (H): 0.0893, atom 27 (H): 0.0788, atom 28 (H): -0.0460, atom 29 (H): 0.0075, atom 30 (H): 0.0084, atom 31 (H): -0.0328, atom 32 (H): -0.0320, atom 33 (H): -0.0602, atom 34 (H): -0.0400, atom 35 (H): 0.0974, atom 36 (H): 0.0088, atom 37 (H): 0.0068, atom 38 (H): 0.0336, atom 39 (H): 0.1334, atom 40 (H): 0.1123, atom 41 (H): 0.0665, atom 42 (H): 0.0791, atom 43 (H): 0.0768, atom 44 (H): 0.1654, atom 45 (H): 0.0282, atom 46 (H): 0.0198, atom 47 (H): 0.0604, atom 48 (H): 0.0242, atom 49 (H): -0.0021, atom 50 (H): 0.0394, atom 51 (H): -0.0419, atom 52 (H): 0.0270, atom 53 (H): 0.0367, atom 54 (H): 0.0708, atom 55 (H): 0.0327, atom 56 (H): 0.0693, atom 57 (H): 0.0558, atom 58 (H): -0.0231, atom 59 (H): 0.0433, atom 60 (H): -0.0449

---

No. 2
Entry from the OMol25 dataset: a 2-piece molecular cluster, C9H14 overall at a distorted geometry (ωB97M-V/def2-TZVPD).

Structure (XYZ):
```
23
C9H14 ωB97M-V/def2-TZVPD
C 0.52 2.03 0.24
C -0.38 2.17 1.26
C 1.72 -1.49 0.72
C -1.68 -0.82 -1.36
C -0.07 -0.07 1.93
C 0.75 -0.34 0.82
C 0.94 0.76 -0.06
C -0.58 -0.62 -2.47
C -0.66 1.16 2.17
H 2.17 -1.77 -0.21
H 1.13 -2.36 1.05
H 2.37 -1.39 1.59
H -0.97 3.09 1.44
H -1.33 1.30 3.02
H -0.26 -0.96 2.53
H -2.60 -1.07 -1.90
H -0.72 -1.27 -3.33
H -1.68 0.11 -0.78
H -0.40 0.47 -2.58
H -1.28 -1.59 -0.72
H 0.89 2.85 -0.37
H 1.68 0.57 -0.84
H 0.45 -0.74 -2.14
```

Properties
energy relative to the best compared isomer or geometry (same formula, charge and spin): 1.365 eV
SMILES: Cc1ccccc1.CC

Löwdin charges in e: atom 1 (C): -0.0927, atom 2 (C): -0.1162, atom 3 (C): -0.0488, atom 4 (C): -0.1277, atom 5 (C): -0.0638, atom 6 (C): -0.2911, atom 7 (C): -0.1012, atom 8 (C): -0.1604, atom 9 (C): -0.0804, atom 10 (H): 0.0755, atom 11 (H): 0.0810, atom 12 (H): 0.0829, atom 13 (H): 0.1097, atom 14 (H): 0.1043, atom 15 (H): 0.1094, atom 16 (H): 0.0607, atom 17 (H): 0.0559, atom 18 (H): 0.0492, atom 19 (H): 0.0662, atom 20 (H): 0.0482, atom 21 (H): 0.1086, atom 22 (H): 0.1112, atom 23 (H): 0.0194

---

No. 3
Entry from the OMol25 dataset: C8H12IN6O3PS as an isolated structure (ωB97M-V/def2-TZVPD).

Structure (XYZ):
```
32
C8H12IN6O3PS ωB97M-V/def2-TZVPD
I 2.04 2.23 0.10
S -4.86 2.56 1.85
P 1.37 0.86 2.02
O 1.61 1.93 3.24
O 3.55 -0.42 -3.39
O 0.04 -1.30 -1.00
N 3.00 -1.30 -1.38
N 5.21 -0.88 -1.91
N -2.18 -1.47 -1.43
N -0.64 -1.51 -3.16
N -3.38 3.16 1.84
N -4.57 0.99 1.89
C -0.46 0.96 1.93
C -2.51 -0.36 1.93
C -2.55 2.10 1.88
C -1.14 2.14 1.90
C 3.89 -0.84 -2.30
C -1.16 -0.30 1.94
C -3.24 0.85 1.91
C -0.87 -1.42 -1.81
H 2.02 -1.24 -1.61
H -2.37 -1.38 -0.45
H 3.24 -1.64 -0.48
H -0.59 -1.22 1.95
H -3.03 -1.31 1.95
H 0.31 -1.45 -3.48
H -1.37 -1.60 -3.83
H -0.61 3.08 1.87
H 5.51 -1.21 -1.02
H -2.94 -1.56 -2.08
H 0.79 2.10 3.72
H 5.89 -0.54 -2.57
```

Löwdin charges in e: atom 1 (I): 0.4038, atom 2 (S): 1.0125, atom 3 (P): 0.5105, atom 4 (O): -0.4187, atom 5 (O): 0.0023, atom 6 (O): -0.0033, atom 7 (N): 0.1541, atom 8 (N): 0.1434, atom 9 (N): 0.1679, atom 10 (N): 0.1673, atom 11 (N): -0.2308, atom 12 (N): -0.2376, atom 13 (C): -0.4572, atom 14 (C): -0.0420, atom 15 (C): -0.3533, atom 16 (C): -0.0540, atom 17 (C): -0.6989, atom 18 (C): -0.1111, atom 19 (C): -0.3630, atom 20 (C): -0.6512, atom 21 (H): 0.0449, atom 22 (H): 0.0710, atom 23 (H): 0.0925, atom 24 (H): 0.1012, atom 25 (H): 0.1186, atom 26 (H): 0.1051, atom 27 (H): 0.0962, atom 28 (H): 0.1052, atom 29 (H): 0.0872, atom 30 (H): 0.0974, atom 31 (H): 0.0426, atom 32 (H): 0.0971

---

No. 4
Entry from the OMol25 dataset: one molecule with the formula C2H7NSi at a distorted geometry (ωB97M-V/def2-TZVPD).

Structure (XYZ):
```
11
C2H7NSi ωB97M-V/def2-TZVPD
Si 0.38 -1.13 -0.04
N -1.26 -0.72 0.01
C -1.92 0.52 0.04
C 1.43 0.42 0.02
H 2.57 0.33 -0.20
H 0.44 -2.00 1.03
H 1.41 1.03 1.02
H 1.10 1.15 -0.74
H -1.70 1.52 -0.29
H -2.98 0.58 0.45
H 0.53 -1.71 -1.30
```

Properties
energy relative to the best compared isomer or geometry (same formula, charge and spin): 1.177 eV
SMILES: C=N[SiH2]C

Löwdin charges in e: atom 1 (Si): 0.4495, atom 2 (N): -0.1854, atom 3 (C): -0.0435, atom 4 (C): -0.2862, atom 5 (H): 0.0401, atom 6 (H): -0.0679, atom 7 (H): 0.0524, atom 8 (H): 0.0065, atom 9 (H): 0.0368, atom 10 (H): 0.0609, atom 11 (H): -0.0632

---

| no. | gap between HOMO and LUMO (Eh) | HOMO energy (eV) | LUMO (eV) |
| --- | --- | --- | --- |
| 1 | 0.2941 | -9.4290 | -1.426 |
| 2 | 0.3610 | -8.8488 | 0.975 |
| 3 | 0.2845 | -8.8168 | -1.075 |
| 4 | 0.3534 | -9.2799 | 0.337 |